Record 1
DFT (ωB97M-V/def2-TZVPD) results for a molecular structure, C5H11N4 at a distorted geometry.

Each line ends with the natural charge from an NBO analysis.
Cartesian coordinates (Å):
N  1.53850  0.22261  0.23167  -0.38
N  0.80282  1.32995  -1.90966  -0.44
N  0.72039  -1.10886  -2.01319  -0.86
N  -0.88552  0.04785  -0.70610  -0.55
C  -1.14046  -0.77824  0.52846  -0.23
C  0.45465  0.09254  -1.28002  0.54
C  -0.55264  -0.13741  1.72620  -0.67
C  1.68660  1.96306  -1.27567  0.13
C  2.09875  1.31034  -0.01503  -0.02
H  -0.72715  0.97526  1.66217  0.21
H  2.86959  1.79567  0.63145  0.24
H  -2.20559  -0.93301  0.80005  0.26
H  -0.77419  -1.75477  0.11754  0.23
H  1.30434  -1.78496  -1.53020  0.43
H  2.04933  2.94827  -1.72111  0.25
H  0.92466  -0.76425  -2.89540  0.41
H  -1.08902  1.04535  -0.42974  0.44
H  -0.97508  -0.54990  2.72837  0.26
H  -1.51145  -0.25274  -1.46073  0.46
H  0.57260  -0.07334  1.78012  0.29

Atomic forces in eV per Å
N -0.95 -1.01 -2.82
N -1.66 -1.31 -0.79
N -1.31 1.41 2.55
N -1.95 2.79 0.62
C 0.17 -2.14 -0.70
C 4.08 -0.67 2.94
C 1.38 1.21 2.80
C 0.28 1.88 -1.06
C 1.30 1.09 0.59
H -0.63 -0.89 0.35
H -0.65 -0.66 -0.40
H 0.29 0.48 -1.28
H -0.01 0.38 1.35
H 0.14 0.31 -0.55
H -0.29 -1.42 0.91
H 1.21 -0.40 -2.29
H -0.25 -0.97 -0.60
H 0.56 0.77 -1.94
H -0.13 0.20 0.08
H -1.59 -1.04 0.22

* LUMO level: -4.3 eV
* energy above the lowest of the compared OMol25 structures with the same formula, charge and spin: 77.0 kcal/mol
* Kohn-Sham gap: 9.70 eV
* HOMO energy: -0.514 hartree
* net charge: +1

***

Record 2
DFT (ωB97M-V/def2-TZVPD) results for 4 unconnected molecules or ions with the total composition H7O3S.

Each line ends with the natural charge from an NBO analysis.
Cartesian coordinates (Å):
S  0.75241  0.13190  1.13603  -1.05
O  1.71414  -0.05560  -1.99033  -1.00
O  -1.43696  1.79824  -0.68139  -0.98
O  -1.67677  -1.99619  0.50846  -0.97
H  -2.20618  -1.25788  0.83050  0.46
H  -0.78258  1.85170  0.03618  0.50
H  1.81275  0.59065  1.79561  0.11
H  1.41165  0.11664  -1.07548  0.51
H  1.08335  -0.65358  -2.39423  0.45
H  -0.82233  -1.75432  0.91057  0.50
H  -1.09978  1.02008  -1.14135  0.47

Atomic forces in eV per Å
S -0.35 0.01 -0.14
O 0.27 0.27 -0.44
O 0.10 -0.01 -0.05
O 0.07 0.20 0.37
H -0.18 -0.01 -0.18
H -0.03 -0.10 0.13
H 0.22 0.03 0.12
H -0.04 -0.25 0.24
H -0.14 -0.08 0.24
H 0.19 -0.11 -0.22
H -0.10 0.05 -0.06

* LUMO level: 4.0 eV
* energy above the lowest of the compared OMol25 structures with the same formula, charge and spin: 6.5 kcal/mol
* Kohn-Sham gap: 7.79 eV
* HOMO energy: -0.140 hartree
* net charge: -1

***

Record 3
DFT (ωB97M-V/def2-TZVPD) results for a molecular structure, C17H35O3P3Re at a distorted geometry.

Each line ends with the Löwdin spin population.
Cartesian coordinates (Å):
Re  0.19912  -0.32493  0.17831  1.39
P  0.33867  -2.47220  -0.61089  0.07
P  -2.38007  0.72834  1.07986  0.24
P  1.83924  1.73947  -0.92201  0.21
O  3.16794  -0.98967  0.78599  0.05
O  0.58397  1.40191  1.83538  0.07
O  -0.89350  -1.83089  2.66065  0.05
C  -3.75462  -0.49175  1.09076  0.03
C  1.13357  3.43306  -0.96136  0.04
C  -3.24068  2.25517  0.53946  0.04
C  1.62861  -2.83775  -1.89062  0.03
C  -0.98374  -0.97349  -3.22964  0.04
C  3.29361  2.08012  0.15572  0.02
C  -1.93084  1.55186  -2.51534  0.09
C  2.03873  -0.68134  0.59427  0.03
C  -0.68126  1.41489  -3.12138  0.10
C  -1.03617  -3.56501  -1.19504  0.03
C  2.70263  1.68361  -2.54588  0.03
C  -2.30272  1.10535  2.88332  0.02
C  -0.22669  0.16095  -3.52773  0.10
C  -2.23274  -0.84772  -2.61883  0.07
C  -2.67669  0.41154  -2.21600  0.12
C  0.98368  -3.63179  0.70179  0.02
C  -0.46187  -1.21488  1.73861  0.03
H  -0.09252  2.30587  -3.32727  0.00
H  -0.69337  -4.60827  -1.25256  0.00
H  -1.79311  0.29372  3.41321  0.00
H  -1.79437  2.06399  3.04763  0.00
H  -3.94951  -0.82448  0.06495  0.00
H  2.98517  2.28595  1.18815  0.00
H  1.40852  -2.29729  -2.81852  0.00
H  1.65353  -3.91552  -2.10717  0.00
H  -2.33002  2.54692  -2.31349  0.00
H  -0.60658  -1.94928  -3.52785  0.00
H  1.88471  4.12036  -1.37067  0.01
H  -1.86442  -3.51990  -0.47929  0.00
H  3.95822  1.21208  0.16395  0.00
H  1.26688  -4.59535  0.25966  0.00
H  -3.32838  1.18475  3.25849  0.01
H  -3.45588  -1.35313  1.69940  0.00
H  2.61506  -2.53189  -1.51562  0.00
H  -2.51944  3.07934  0.56253  0.00
H  -4.05959  2.46539  1.24091  0.01
H  -2.88015  -1.71589  -2.47978  0.00
H  1.44647  1.82964  2.03878  0.00
H  -1.40867  -3.26600  -2.17876  0.00
H  3.46760  2.47219  -2.57245  0.01
H  -4.65352  -0.01886  1.51074  0.01
H  0.22247  -3.80340  1.47251  0.00
H  3.81739  2.95964  -0.23390  0.01
H  0.69561  0.06070  -4.10355  0.00
H  -3.63929  0.49004  -1.71422  0.00
H  0.02265  1.52902  2.63852  0.00
H  3.18384  0.70649  -2.65448  0.00
H  0.23561  3.45053  -1.58576  0.00
H  1.99686  1.81755  -3.37224  0.00
H  1.87067  -3.19829  1.18000  0.00
H  -3.62752  2.15846  -0.47888  0.00
H  0.86776  3.72791  0.05906  0.00

Atomic forces in eV per Å
Re -1.60 5.10 -0.73
P 1.27 -5.33 -1.22
P -2.58 0.37 1.25
P 1.76 2.01 -0.81
O -5.96 1.83 -0.77
O -0.04 0.27 0.47
O 2.42 3.53 -4.83
C 0.88 -0.64 -0.64
C -1.24 -0.49 0.42
C 0.96 0.32 -0.95
C 0.11 1.01 -0.13
C -0.17 -0.25 -0.18
C -0.48 -1.00 0.54
C 0.28 0.41 0.34
C 7.25 -2.60 0.94
C -0.07 0.62 -0.01
C -0.89 0.72 0.07
C -0.53 -1.12 -0.16
C 1.25 -0.27 -0.28
C 0.41 -0.45 0.15
C 0.38 -0.57 0.09
C -0.48 0.03 0.18
C -0.01 0.70 0.51
C -2.79 -4.68 5.90
H -0.25 -0.17 -0.24
H 0.29 0.41 0.18
H -0.23 0.29 0.24
H -0.23 -0.09 0.13
H -0.16 -0.05 0.31
H 0.33 0.13 -0.18
H 0.20 -0.13 0.18
H -0.22 0.25 0.29
H 0.13 -0.23 0.01
H -0.26 0.24 -0.20
H 0.06 -0.30 0.08
H 0.03 -0.09 -0.11
H 0.15 0.33 0.00
H -0.17 0.33 -0.13
H 0.06 -0.03 -0.17
H -0.28 0.08 -0.08
H -0.18 -0.12 -0.18
H -0.26 0.08 0.00
H 0.23 -0.27 0.02
H 0.20 0.24 -0.02
H -0.58 -0.36 -0.04
H 0.14 -0.15 0.30
H -0.23 -0.12 0.24
H 0.31 0.05 -0.04
H 0.16 -0.07 -0.20
H -0.18 -0.12 -0.05
H -0.23 0.03 0.17
H 0.08 0.06 -0.38
H 0.51 -0.14 -0.59
H 0.13 0.17 -0.16
H 0.19 0.22 0.18
H 0.26 0.04 0.20
H -0.14 -0.26 -0.03
H -0.03 0.09 0.35
H 0.02 0.16 -0.21

* <S²>: 3.781
* LUMO level (spin up / spin down): -14.6 / -17.5 eV
* energy above the lowest of the compared OMol25 structures with the same formula, charge and spin: 63.2 kcal/mol
* multiplicity: 4
* Kohn-Sham gap (spin up / spin down): 7.99 / 4.45 eV
* HOMO energy (spin up / spin down): -0.830 / -0.808 hartree
* net charge: +4

***

Record 4
DFT (ωB97M-V/def2-TZVPD) results for 2 unconnected molecules or ions with the total composition C5H13NO at a distorted geometry.

Each line ends with the natural charge from an NBO analysis.
Cartesian coordinates (Å):
O  -1.86374  -1.47725  -1.90392  -0.97
N  -1.38055  -0.74954  1.50250  -0.39
C  -0.94882  -1.85274  1.92546  -0.07
C  -0.47702  0.34987  1.19197  -0.27
C  0.99261  0.20616  0.62808  -0.43
C  0.91096  1.97589  -1.28868  -0.62
C  1.30832  0.53061  -0.87478  -0.40
H  -0.14051  2.09593  -1.23172  0.21
H  1.44962  -0.68528  1.00051  0.21
H  -1.57187  -2.70969  1.62498  0.17
H  -0.01539  -2.07289  2.39722  0.14
H  1.22641  2.09196  -2.39782  0.22
H  -0.55837  1.01571  2.03821  0.21
H  0.80846  -0.22530  -1.54361  0.21
H  -1.05976  0.82225  0.30179  0.21
H  2.41917  0.36353  -1.03735  0.21
H  -2.80398  -1.61435  -1.62601  0.49
H  -1.14490  -1.91234  -1.25390  0.49
H  1.63121  0.95988  1.19996  0.20
H  1.21814  2.88761  -0.65288  0.21

Atomic forces in eV per Å
O 1.64 -1.18 1.63
N 0.85 -0.73 -1.23
C -1.12 -0.67 -0.97
C -1.06 1.48 -2.31
C 0.67 1.75 1.39
C 1.23 0.44 -1.03
C 0.19 -0.57 0.50
H -1.25 -0.20 -0.35
H 0.19 -1.11 -0.29
H -0.13 0.02 1.22
H 1.08 0.06 0.00
H -0.52 0.24 1.89
H 0.34 0.61 0.10
H 0.25 0.92 0.46
H 0.93 -0.25 1.67
H -1.22 0.26 0.32
H 1.68 -0.17 0.30
H -3.30 1.41 -1.90
H -0.93 -0.57 -0.56
H 0.49 -1.74 -0.84

* LUMO level: 0.8 eV
* energy above the lowest of the compared OMol25 structures with the same formula, charge and spin: 70.7 kcal/mol
* SMILES: C=NCCCC.O
* Kohn-Sham gap: 9.97 eV
* HOMO energy: -0.337 hartree